# 1
{"formula": "C4H6N2O2", "method": "ωB97M-V with the def2-TZVPD basis set", "symbols": ["C", "N", "C", "C", "O", "H", "H", "H", "N", "C", "O", "H", "H", "H"], "positions_angstrom": [[1.057, -0.611, -0.810], [2.212, 0.101, -0.653], [0.395, -1.011, 0.914], [0.211, -1.249, 2.091], [0.859, -1.496, -1.596], [3.021, -0.382, -1.019], [2.167, 0.815, 0.061], [0.066, -1.430, 3.132], [-2.152, 1.292, -0.097], [-1.234, 0.467, -0.594], [-0.132, 0.893, -1.031], [-1.895, 2.242, 0.130], [-3.039, 0.936, 0.224], [-1.535, -0.568, -0.752]], "relative_energy_kcal_mol": 96.86, "smiles": "C#CC(N)=O.NC=O", "orbital_gap_ev": 10.121, "e_homo_ev": -9.495}


# 2
{"formula": "C5H12O", "method": "ωB97M-V with the def2-TZVPD basis set", "symbols": ["C", "C", "C", "O", "C", "C", "H", "H", "H", "H", "H", "H", "H", "H", "H", "H", "H", "H"], "positions_angstrom": [[-0.207, -2.374, -0.879], [-0.963, -1.063, -1.061], [-0.604, -0.132, 0.069], [-0.913, 1.208, -0.212], [-0.169, 1.962, 0.702], [1.444, 1.536, 0.846], [-0.435, -3.089, -1.672], [-0.460, -2.837, 0.082], [0.874, -2.193, -0.881], [-2.044, -1.240, -1.102], [-0.680, -0.583, -2.005], [-1.046, -0.439, 1.036], [0.476, -0.079, 0.250], [-0.630, 1.870, 1.703], [-0.327, 3.008, 0.374], [1.726, 1.817, 1.859], [2.016, 2.100, 0.113], [1.943, 0.529, 0.776]], "relative_energy_kcal_mol": 39.92, "smiles": "CCCOCC", "orbital_gap_ev": 10.761, "e_homo_ev": -9.664}